1.
One molecule with the formula C4H10NO2P at a distorted geometry, computed with ωB97M-V/def2-TZVPD.

Cartesian coordinates (Å):
C  0.52  1.81  0.08
C  -0.94  1.30  0.30
C  1.43  0.81  -0.73
C  -0.57  -2.37  -0.63
N  -0.88  0.02  1.08
O  -0.32  -2.31  2.11
O  2.19  0.03  0.07
P  -0.14  -1.48  0.88
H  0.52  2.76  -0.54
H  0.95  1.89  1.18
H  -1.49  2.14  0.66
H  -1.27  1.15  -0.74
H  0.88  0.27  -1.56
H  2.02  1.53  -1.56
H  0.24  -2.94  -0.96
H  -1.43  -3.06  -0.39
H  -0.94  -1.69  -1.33
H  -0.75  0.16  2.09

Output
highest occupied orbital energy (alpha / beta)	-7.64 / -9.52	eV
LUMO level (alpha / beta)	-1.4 / -0.8	eV
DFT total energy	-19180.776	eV
frontier orbital gap (alpha / beta)	6.20 / 8.72	eV
maximum force	0.0731	Eh/bohr
energy above the lowest of the compared OMol25 structures with the same formula, charge and spin	478.5	kJ/mol
spin multiplicity	1



2.
A 2-piece molecular cluster, C4H10NO3 overall at a distorted geometry, computed with ωB97M-V/def2-TZVPD.

Cartesian coordinates (Å):
C  0.64  -0.06  -0.23
C  0.03  -0.59  -1.51
C  0.99  -0.85  -2.57
O  0.72  -1.25  -3.71
N  -0.47  0.57  0.53
C  0.38  1.37  1.73
O  0.99  2.43  1.17
H  1.32  0.75  -0.37
H  1.11  -0.79  0.30
H  -0.67  0.15  -1.91
H  -0.65  -1.44  -1.39
H  1.96  -0.45  -2.36
H  -0.95  1.29  0.05
H  -0.49  1.66  2.49
H  1.00  0.74  2.33
H  -2.10  -1.42  2.50
H  -1.61  -0.70  1.34
O  -2.19  -1.40  1.60

Output
highest occupied orbital energy	-3.16	eV
total charge	-1
LUMO level	3.6	eV
DFT total energy	-11941.548	eV
frontier orbital gap	6.80	eV
maximum force	0.1006	Eh/bohr
energy above the lowest of the compared OMol25 structures with the same formula, charge and spin	371.4	kJ/mol
spin multiplicity	1



3.
A 2-piece molecular cluster, C4H10NO3 overall, computed with ωB97M-V/def2-TZVPD.

Cartesian coordinates (Å):
N  -3.57  -0.78  1.08
C  -2.18  -0.47  0.94
O  -1.91  0.61  0.38
O  -1.38  -1.34  1.37
H  -3.78  -1.41  1.85
H  -4.17  0.02  1.03
C  0.71  -0.34  -1.44
C  1.18  0.48  -0.25
C  2.60  0.99  -0.39
O  1.11  -0.27  0.94
H  -0.36  -0.51  -1.38
H  1.20  -1.32  -1.46
H  0.94  0.16  -2.39
H  0.52  1.35  -0.17
H  2.69  1.76  -1.15
H  3.31  0.18  -0.62
H  2.91  1.40  0.57
H  0.18  -0.51  1.09

Output
highest occupied orbital energy	-4.63	eV
total charge	-1
LUMO level	4.1	eV
DFT total energy	-11945.381	eV
frontier orbital gap	8.70	eV
maximum force	0.0126	Eh/bohr
energy above the lowest of the compared OMol25 structures with the same formula, charge and spin	1.6	kJ/mol
spin multiplicity	1